Record 1
Formula: C14H24O2P2Tc
Source: OMol25
Level of theory: ωB97M-V/def2-TZVPD

Geometry as XYZ:
```
43
Properties=species:S:1:pos:R:3:forces:R:3:nbo_charge:R:1
Tc -0.3796 0.0453 0.8537 -0.0326 -0.4954 0.8075 0.77
C -1.9408 3.3253 1.0296 -0.0022 -0.0131 -0.0033 -0.94
P -0.5644 2.4904 0.1961 -0.0436 0.0857 -0.0812 0.96
C 0.8531 3.5916 0.4194 0.0073 0.0021 0.0294 -0.94
C -0.9333 2.5260 -1.5956 -0.0155 -0.0082 -0.0371 -0.72
C -1.8278 1.3567 -2.0138 0.0423 0.0091 0.0148 -0.72
P -1.1654 -0.2487 -1.4254 -0.0415 0.0695 -0.4085 1.04
C -0.1057 -0.8966 -2.7329 0.0598 0.0280 0.0182 -0.94
C -2.5823 -1.3739 -1.3144 0.0111 -0.0080 -0.0270 -0.95
H -2.0366 4.3383 0.6364 -0.0334 0.0229 0.0213 0.27
H -1.7411 3.3749 2.1002 -0.0074 0.0059 0.0083 0.27
H -2.8793 2.7912 0.8807 0.0037 0.0026 -0.0193 0.26
H 0.5896 4.5843 0.0509 0.0491 0.0196 0.0005 0.27
H 1.7192 3.2258 -0.1318 -0.0072 -0.0005 -0.0018 0.26
H 1.1081 3.6723 1.4768 -0.0159 0.0015 -0.0061 0.27
H 0.0249 2.4941 -2.1206 0.0054 -0.0183 -0.0190 0.25
H -1.3989 3.4820 -1.8420 0.0065 0.0098 -0.0515 0.28
H -1.9342 1.3111 -3.0993 -0.0443 0.0356 -0.0166 0.28
H -2.8340 1.4640 -1.6006 -0.0020 0.0131 0.0204 0.26
H -0.7255 -1.0774 -3.6126 0.0403 0.0002 -0.0290 0.27
H 0.3512 -1.8302 -2.4067 -0.0303 0.0013 -0.0210 0.28
H 0.6804 -0.1841 -2.9859 -0.0207 -0.0110 0.0010 0.26
H -3.2604 -1.1663 -2.1438 -0.0190 -0.0683 -0.0163 0.28
H -3.1310 -1.2525 -0.3793 -0.0194 0.0422 -0.0105 0.26
H -2.2280 -2.4024 -1.3769 0.0002 -0.0093 0.0160 0.28
C 1.2986 -4.4724 0.5090 -0.0030 0.0271 0.0080 -0.14
C 0.1253 -4.2140 1.2102 0.0221 -0.0034 -0.0068 -0.21
C -0.3314 -2.9112 1.3398 0.0771 0.0912 0.0172 -0.16
C 0.3766 -1.8563 0.7352 0.0526 0.3414 -0.1100 -0.32
C 1.5637 -2.1330 0.0280 -0.1012 -0.1518 0.0614 -0.25
C 2.0227 -3.4323 -0.0777 -0.0256 -0.0169 0.0109 -0.19
H 1.6594 -5.4894 0.4264 -0.0049 0.0134 -0.0073 0.25
H -0.4237 -5.0257 1.6692 0.0146 0.0061 -0.0077 0.25
H -1.2311 -2.7249 1.9193 0.0067 0.0158 -0.0065 0.22
H 2.1286 -1.3336 -0.4438 -0.0144 0.0059 0.0075 0.21
H 2.9379 -3.6450 -0.6151 -0.0119 -0.0110 0.0146 0.24
C 3.2065 0.5283 2.1599 -0.0811 0.0423 0.0546 -0.24
O 1.9738 0.6709 2.9563 0.2129 -0.0506 0.0495 -0.41
C 0.8603 0.4576 2.4192 -0.5152 0.0035 -0.2189 0.74
O -0.2728 0.4328 2.9078 0.4563 -0.0217 -0.0649 -0.48
H 3.8978 1.2440 2.5845 0.0407 0.0295 0.0224 0.24
H 2.9903 0.7509 1.1193 -0.0197 0.0097 -0.0324 0.19
H 3.5593 -0.4879 2.2908 0.0032 -0.0473 0.0190 0.23
```
Forces are in eV/Å.

Calculated values
Multiplicity   4
Energy above the lowest of the compared OMol25 structures with the same formula, charge and spin   1.2 kcal per mole
Charge   +2
Strongest force on any atom   0.948 eV/A
LUMO level (spin up / spin down)   -0.3053 / -0.3239 Ha
Calculated total energy   -1461.2155 hartree
Kohn-Sham gap (spin up / spin down)   7.0 / 6.7 eV

---

Record 2
Formula: C14H25AlLaN5
Source: OMol25
Level of theory: ωB97M-V/def2-TZVPD

Geometry as XYZ:
```
46
Properties=species:S:1:pos:R:3:forces:R:3:lowdin_charge:R:1
C 0.6541 -0.4982 2.3579 -0.0158 1.8027 -1.6899 -0.03
C 0.3149 0.1369 1.1340 1.9495 -0.7991 1.6229 -0.15
Al -0.9240 -0.6315 -0.3082 -1.1958 -0.7317 0.6999 0.30
C 0.1626 -0.6163 -2.0701 1.1719 -0.6081 -2.3332 -0.14
C 1.5382 -1.4223 -1.9459 -0.5565 -0.1802 0.8294 -0.23
C 2.7355 -0.6246 -1.2443 0.6713 -0.3821 -0.6670 -0.20
C 2.7072 0.9540 -1.4577 -1.3579 -0.8647 -1.5604 -0.20
N 3.9309 1.6309 -0.9129 1.1541 -1.6910 1.5537 -0.13
C 4.1898 1.2828 0.5107 0.4078 1.8239 2.1763 -0.56
N 5.0011 0.2601 0.9300 -0.8522 1.6753 -1.5791 -0.13
N 3.5829 2.0954 1.6144 0.2644 -0.0129 -2.1012 0.08
N -1.4215 -2.4599 -0.0045 0.4857 0.8954 0.4667 -0.08
C -2.0865 -2.6662 1.3076 -1.1734 -0.9275 0.4720 -0.34
C -3.6401 -2.1870 1.2987 1.2181 -0.7417 0.2105 -0.10
C -2.5812 0.5815 -0.3774 -0.5359 1.9383 0.6612 -0.13
C -2.5933 1.9283 0.3610 -4.6990 -0.8041 -2.5647 -0.03
C -3.9402 2.6266 0.1998 2.1854 -2.2205 -0.3339 -0.02
C -5.0393 1.9749 -0.6125 -0.1941 0.3360 0.0632 -0.07
N -5.0669 0.7657 -1.3457 4.5883 1.8429 3.1964 0.07
C -3.8080 0.1541 -1.1654 -0.5407 -0.0435 -0.3850 -0.11
H 0.7757 0.1711 3.2751 0.3303 -1.0573 -1.1749 0.08
H 0.8530 -1.6056 2.5030 -1.0501 1.3840 -0.2496 0.08
H 0.7532 1.1810 0.9185 -1.3330 -0.9257 1.0257 0.03
H -0.4834 -1.1977 -2.8305 0.5512 0.8148 1.4598 0.11
H 0.2559 0.4390 -2.4885 -0.0091 -1.2083 0.7156 0.07
H 1.3207 -2.3336 -1.2715 0.4430 1.2663 -1.1528 0.11
H 1.8572 -1.8814 -2.9525 -0.4956 1.0102 1.3063 0.13
H 3.7086 -0.9984 -1.7417 -1.2898 0.5190 0.7831 0.12
H 2.7941 -0.9648 -0.1607 -0.1566 0.8586 -1.2248 0.10
H 1.7229 1.4156 -1.0794 1.6686 -0.5895 -0.1719 0.11
H 2.7061 1.1560 -2.5914 0.0398 -0.3110 1.6337 0.15
H 3.9284 2.6467 -1.0750 -0.4682 -0.5501 0.4671 0.12
H 4.9931 0.2488 1.9690 -0.1299 -0.1605 -0.8561 0.09
H 3.7038 3.1008 1.3794 -0.0882 -0.7897 0.3202 0.09
H 2.5588 1.9660 1.6237 0.4544 -0.2003 0.0603 0.06
H -0.6215 -3.1058 -0.0762 -0.5757 0.3032 0.0014 0.05
H -1.5138 -2.2261 2.2012 -0.9569 -0.5365 -1.1188 0.09
H -2.1354 -3.8041 1.4885 0.1870 1.5746 -0.1733 0.13
H -4.1565 -2.8202 2.1054 0.5265 1.1912 -1.1614 0.09
H -3.7243 -1.0767 1.5391 -0.1231 -1.4247 -0.3740 0.06
H -4.0741 -2.4570 0.2757 0.5032 0.5181 1.4889 0.08
H -1.7447 2.3671 0.9649 -1.1843 -0.7411 -0.8668 0.09
H -4.1209 3.6372 0.6907 0.0343 -1.6075 -0.7880 0.11
H -6.0315 2.5533 -0.6495 1.6747 -0.9120 0.0356 0.13
H -3.7038 -0.8526 -1.7115 -0.1842 1.6603 0.9005 0.12
La 6.6621 1.1561 -0.5752 -1.3433 -0.3938 0.3765 1.78
```
Forces are in eV/Å.

Calculated values
Charge   +2
Strongest force on any atom   5.888 eV/A
LUMO level   -0.3685 Ha
Calculated total energy   -1095.2661 hartree
Kohn-Sham gap   2.0 eV

---

Record 3
Formula: C14H25Br12IInO2S
Source: OMol25
Level of theory: ωB97M-V/def2-TZVPD

Geometry as XYZ:
```
56
Properties=species:S:1:pos:R:3:forces:R:3:lowdin_charge:R:1
C 2.1510 -4.0222 0.1131 -0.0304 -0.1535 -0.1985 -0.06
C 3.3095 -3.2420 -0.4994 -0.1101 -0.3196 -0.0861 -0.23
O 4.0224 -2.4669 0.4697 0.0881 0.2229 -0.1876 -0.03
C 3.3590 -1.3866 1.0126 -0.3756 0.1855 0.0676 -0.46
O 2.7734 -1.4896 2.0518 0.2790 -0.2181 -0.0187 0.04
C 3.4726 -0.0786 0.2773 0.4571 0.1327 -0.0627 -0.13
C 2.7629 -0.0258 -1.0774 -0.3178 -0.0129 -0.0816 -0.30
C 1.2733 -0.4058 -1.0169 0.2731 0.2118 -0.1059 -0.27
In -0.0246 0.5317 0.5141 -0.2213 -0.4757 -0.2938 0.22
S -0.3639 -0.9161 2.5307 -0.3283 0.1681 -0.1179 0.32
I 0.9269 3.0511 1.3206 0.0829 0.0046 -0.0352 0.23
C -2.0333 0.8643 -0.3485 -0.0995 0.1773 0.0084 -0.46
C -2.5000 2.3175 -0.2225 -0.1516 -0.2421 -0.3160 -0.21
C -3.0579 -0.1191 0.2213 0.0736 -0.0551 0.1633 -0.36
C -2.8119 -1.5736 -0.2109 0.1054 0.0803 -0.0422 -0.14
H 2.4015 -4.3285 1.1302 -0.0375 0.0685 -0.0572 0.06
H 1.9735 -4.9266 -0.4797 -0.0243 0.1067 0.0329 0.08
H 1.2174 -3.4529 0.1231 0.1498 0.0135 0.1723 0.06
H 2.9655 -2.6155 -1.3282 0.0395 -0.0277 0.1362 0.09
H 4.0513 -3.9311 -0.9103 0.0095 0.0852 0.1553 0.12
H 4.5447 0.1235 0.1375 -0.1575 -0.0040 0.0273 0.12
H 3.0614 0.6923 0.9352 0.0377 -0.1020 -0.0465 0.07
H 2.8456 1.0061 -1.4395 0.0232 -0.1099 0.0986 0.07
H 3.3051 -0.6426 -1.8085 -0.0080 0.0794 0.0678 0.10
H 1.1402 -1.4957 -0.9703 -0.0106 0.1658 0.1271 0.02
H 0.8047 -0.0932 -1.9600 -0.0023 -0.0862 0.0878 0.04
H 0.4644 -1.9059 2.1704 -0.0002 0.1012 -0.1160 -0.28
H -1.9282 0.6431 -1.4237 0.0294 0.0153 0.0959 0.08
H -3.5326 2.4170 -0.5996 0.0804 0.0551 0.0956 0.06
H -1.8730 2.9602 -0.8461 -0.0826 0.0778 0.3599 -0.02
H -2.4793 2.6879 0.8066 0.0383 -0.0098 -0.0726 0.06
H -4.0690 0.1863 -0.0908 0.1206 -0.0341 0.0864 0.04
H -3.0462 -0.0703 1.3176 -0.0300 0.0325 -0.0996 0.08
H -3.4127 -1.8376 -1.0894 0.0513 0.0069 0.0760 0.05
H -1.7603 -1.7218 -0.4860 -0.0903 -0.0004 0.0552 0.05
H -3.0261 -2.2813 0.5932 -0.0722 0.0210 -0.1131 0.06
C 1.4740 -2.0847 5.0427 0.1423 0.0949 0.0612 -1.67
Br 1.7682 -3.7646 4.1721 -0.0077 -0.2604 0.1013 0.59
Br 0.4112 -2.2872 6.6397 -0.0113 -0.0194 -0.0027 0.54
Br 3.1281 -1.1808 5.4195 0.0295 -0.0087 0.0629 0.57
H 0.9124 -1.4662 4.3475 0.0171 0.0667 0.0440 -0.16
C -2.2583 5.0155 -3.9654 0.0197 -0.0070 0.0335 -1.65
Br -0.9356 3.8186 -3.2714 0.1005 0.0171 -0.1187 0.64
Br -2.1364 5.1896 -5.8826 0.0003 0.0078 -0.0150 0.55
Br -4.0322 4.5075 -3.4225 -0.0179 -0.0068 0.0054 0.57
H -2.0643 5.9927 -3.5477 -0.0083 -0.0004 -0.0079 -0.03
C -6.9781 -1.9958 -0.8172 0.0241 0.0101 0.0433 -1.64
Br -6.3594 -3.5225 -1.8140 0.0013 -0.0130 -0.0087 0.56
Br -6.3918 -2.0633 1.0106 -0.0068 -0.0035 0.0070 0.60
Br -6.4621 -0.3498 -1.6612 -0.0505 0.0118 -0.0767 0.60
H -8.0573 -2.0343 -0.8142 0.0052 -0.0022 -0.0053 -0.04
C 4.0928 4.7228 -0.0501 -0.0798 0.0558 0.0378 -1.67
Br 4.7975 3.4436 -1.2972 0.0142 -0.0379 -0.0074 0.57
Br 4.9798 4.6271 1.6484 0.0379 -0.0133 0.0009 0.55
Br 4.1526 6.5090 -0.7782 -0.0062 -0.0097 0.0065 0.54
H 3.0517 4.4708 0.1239 0.0079 -0.0428 -0.0240 -0.16
```
Forces are in eV/Å.

Calculated values
Charge   -1
Strongest force on any atom   0.601 eV/A
LUMO level   0.0601 Ha
Calculated total energy   -32473.1879 hartree
Kohn-Sham gap   6.9 eV

---

Record 4
Formula: C14H25CdO8S3
Source: OMol25
Level of theory: ωB97M-V/def2-TZVPD

Geometry as XYZ:
```
51
Properties=species:S:1:pos:R:3:forces:R:3:nbo_charge:R:1
Cd -24.6215 -21.2708 25.1032 0.9866 -0.9357 0.5291 1.78
C -21.8983 -22.4556 27.4619 0.0187 -0.1145 0.4402 -0.64
C -22.4331 -21.0180 27.6448 -1.3156 -1.1264 -2.5151 -0.03
O -23.2552 -20.7762 26.5267 1.6239 1.3394 2.0125 -1.08
H -21.2515 -22.8074 28.2656 0.4653 0.0973 0.0453 0.17
H -21.4239 -22.5463 26.4848 0.4914 0.3818 0.1812 0.20
H -22.6637 -23.2277 27.3830 -0.6763 0.3456 0.2540 0.20
H -21.6075 -20.3066 27.6325 0.3902 0.1455 0.3883 0.13
H -23.0463 -20.8845 28.5360 0.2446 -0.1569 0.7508 0.12
C -27.0654 -24.7081 25.3861 3.8119 3.6445 1.5270 -0.50
C -26.4417 -23.4377 25.1594 -2.6558 -1.8572 -1.8965 0.43
C -26.9255 -22.6527 23.8899 -0.5908 -0.0586 -1.3733 0.41
O -26.2020 -21.6466 23.6041 -1.5797 -1.0170 -0.6053 -0.77
C -28.0433 -23.1404 23.0887 4.4839 3.4294 2.4649 -0.50
C -28.4856 -24.3935 23.3533 -3.3162 -1.4866 -2.6092 0.38
C -28.0466 -25.1557 24.5796 -3.7074 -5.5279 0.9313 0.39
O -28.6354 -26.2863 24.9529 1.3981 3.5800 -1.9826 -0.66
O -29.3253 -24.8486 22.5165 0.7497 -0.9403 1.4370 -0.66
O -25.5505 -22.8640 25.8012 -0.5517 -2.9439 2.6835 -0.83
H -26.7375 -25.2575 26.2562 -0.2015 -0.2620 0.0595 0.20
H -28.2263 -22.5483 22.2042 -0.4352 -0.3691 -0.1284 0.21
C -24.4011 -17.3349 24.1286 -0.3112 -0.0077 -0.5922 -0.84
S -23.2201 -18.6639 23.9819 0.2896 -1.1542 -0.4605 1.27
O -24.0662 -19.8983 23.7622 1.5478 3.6118 -2.4153 -1.02
C -22.5765 -18.3160 22.2735 -0.8596 0.2256 1.1898 -0.79
H -25.1909 -17.6809 24.7953 0.3051 -0.0733 0.2129 0.27
H -24.8772 -17.2288 23.1537 0.0266 0.3383 -0.0375 0.23
H -23.9010 -16.4310 24.4763 -0.1386 0.0292 -0.0636 0.22
H -22.1386 -17.3179 22.2712 0.2057 -0.1009 -0.0858 0.21
H -23.4785 -18.3359 21.6619 0.2182 -0.1851 -0.2452 0.23
H -21.8686 -19.1127 22.0450 -0.1272 0.1787 -0.0395 0.24
C -25.4851 -18.1953 27.6800 0.2825 -1.1608 1.2003 -0.81
S -26.7460 -19.3789 26.9894 3.1006 -0.7800 -1.4365 1.19
O -26.0315 -19.8768 25.6841 -3.6287 2.9862 3.1454 -1.01
C -26.5300 -20.7214 28.2798 -0.8461 0.2543 -0.1654 -0.80
H -25.8652 -17.7765 28.6118 -0.3297 0.3935 -0.2046 0.21
H -24.9823 -17.4613 27.0503 -0.8697 -0.0688 -0.4064 0.24
H -24.6798 -18.8471 28.0187 0.1557 -0.2491 -0.2994 0.26
H -26.4251 -20.3212 29.2883 -0.0923 0.4567 -0.1288 0.22
H -25.7526 -21.4740 28.1486 0.2583 0.4424 -0.8052 0.28
H -27.4974 -21.2201 28.2201 0.0472 -0.1841 0.0811 0.24
C -21.4681 -23.6686 22.3308 -0.0533 0.2155 0.4633 -0.81
S -22.2078 -23.4932 23.9950 -1.1092 0.3621 -0.4241 1.22
O -23.1323 -22.2874 23.8808 2.0346 -2.4382 -0.9798 -1.01
C -23.1947 -25.0638 23.9640 0.2309 0.7470 -0.6545 -0.80
H -20.6543 -24.3885 22.4173 -0.0744 -0.0904 -0.1706 0.22
H -21.0552 -22.6850 22.1071 0.0464 -0.0275 0.1038 0.23
H -22.1861 -23.9178 21.5494 -0.1062 -0.1601 0.2373 0.23
H -22.4649 -25.8548 23.7918 0.0130 -0.0912 0.2728 0.21
H -23.8548 -25.0260 23.0973 -0.1170 0.1297 0.0474 0.24
H -23.7944 -25.2115 24.8621 0.2668 0.2327 0.0668 0.27
```
Forces are in eV/Å.

Calculated values
Energy above the lowest of the compared OMol25 structures with the same formula, charge and spin   74.1 kcal per mole
Charge   -1
Strongest force on any atom   6.721 eV/A
LUMO level   0.0696 Ha
Calculated total energy   -2512.5096 hartree
Kohn-Sham gap   5.2 eV

---

Record 5
Formula: C14H25Cl2N3
Source: OMol25
Level of theory: ωB97M-V/def2-TZVPD

Geometry as XYZ:
```
44
Properties=species:S:1:pos:R:3:forces:R:3:nbo_charge:R:1
C 1.2028 3.7623 -4.0732 -1.0576 0.6458 -0.6731 -0.62
C 1.2152 4.5520 -5.4512 1.8142 -1.8910 1.6564 -0.38
C 0.8503 3.5763 -6.5653 -0.3481 0.1738 0.1523 -0.51
C 1.6592 2.3446 -6.6405 -2.3960 5.2140 0.0183 0.29
N 2.2206 1.3861 -6.6519 2.6596 -4.5077 -0.0974 -0.33
H 1.9621 3.0218 -3.8216 0.5821 0.4025 -0.7102 0.23
H 0.3087 3.1442 -4.1543 -0.3948 0.1344 0.6037 0.19
H 1.1349 4.4502 -3.2305 -0.1734 -0.0943 -0.0072 0.22
H 2.2505 4.8469 -5.6223 -0.0488 0.4998 -0.1118 0.21
H 0.5721 5.4319 -5.4367 -0.0605 -0.2648 -0.0048 0.22
H 0.8659 4.1859 -7.4688 -0.1620 -0.7263 -0.4388 0.25
H -0.1339 3.1615 -6.3477 -0.4179 0.4089 -0.3814 0.24
C 3.6017 3.9502 6.4770 0.1262 -1.0196 -0.2774 -0.61
C 3.8323 3.4505 5.0060 0.0390 0.8516 1.1274 -0.39
C 2.8390 2.3821 4.5714 0.0535 -0.7788 -1.4156 -0.50
C 2.9371 2.0405 3.1258 -0.0257 0.5151 0.2489 0.29
N 3.0003 1.7739 2.0108 0.0168 -0.0130 0.0255 -0.34
H 3.2821 3.1469 7.1409 0.1678 -0.4218 -0.1080 0.20
H 2.7919 4.6683 6.6061 0.2528 0.3425 -0.4707 0.21
H 4.5389 4.3078 6.9034 -0.1592 0.3465 -0.1035 0.22
H 4.8318 3.0363 4.8742 0.0368 -0.1771 0.3658 0.21
H 3.8834 4.3468 4.3878 -0.5771 -0.1583 -0.3741 0.22
H 1.7758 2.5493 4.7442 0.1063 0.3939 0.3383 0.25
H 3.0917 1.4173 5.0112 -0.0623 0.1164 0.6336 0.25
C -2.9418 -5.9595 0.5418 0.5880 -0.2879 -0.6641 -0.61
C -2.3657 -7.2227 -0.1303 -0.3246 -0.7952 -0.1739 -0.38
C -3.1183 -7.7887 -1.3792 -0.7157 -0.0692 0.5537 -0.51
C -4.3261 -8.5590 -1.0196 -1.5918 -0.2133 0.2351 0.29
N -5.3273 -9.1055 -0.7957 1.5713 0.6734 -0.2042 -0.34
H -4.0142 -6.0420 0.7185 0.0179 -0.0448 -0.0752 0.22
H -2.7267 -5.0727 -0.0543 -0.1935 0.0806 0.0059 0.21
H -2.4432 -5.8395 1.5036 -0.0761 0.0858 0.0024 0.22
H -2.3817 -7.9836 0.6500 0.0574 -0.3081 -0.1688 0.21
H -1.3230 -7.1566 -0.4409 0.0372 0.5425 0.2142 0.21
H -2.5639 -8.4853 -2.0081 0.5895 0.1762 0.2485 0.25
H -3.4526 -6.9949 -2.0472 0.0432 0.1671 0.0278 0.24
Cl -1.2789 -0.8408 2.4596 -0.5082 0.3708 -0.3561 -0.07
C -2.5191 0.2239 1.6747 0.1262 0.1898 -0.2421 -0.37
C -1.8685 1.0577 0.5395 0.7320 -0.5243 1.4808 -0.42
Cl -3.0464 2.0739 -0.2117 -1.1269 0.6197 -0.6882 -0.03
H -2.9310 0.8790 2.4424 0.4139 0.1631 0.0075 0.22
H -3.3858 -0.3657 1.3760 0.4270 -0.2953 -0.4041 0.22
H -1.3294 0.4986 -0.2252 -0.2559 -0.2579 0.2472 0.23
H -1.1709 1.7497 1.0113 0.2172 -0.2658 -0.0424 0.22
```
Forces are in eV/Å.

Calculated values
Structure (SMILES)   CCCC#N.CCCC#N.CCCC#N.ClCCCl
Energy above the lowest of the compared OMol25 structures with the same formula, charge and spin   28.4 kcal per mole
Charge   0
Strongest force on any atom   5.738 eV/A
LUMO level   0.0203 Ha
Calculated total energy   -1633.0319 hartree
Kohn-Sham gap   11.5 eV